# 1
{"formula": "C5H8O", "method": "wB97M-V/def2-TZVPD", "homo_ev": -9.55, "e_lumo_ha": 0.039, "energy_ha": -270.52379, "relative_energy_kj_mol": 89.53, "homo_lumo_gap_ev": 10.6, "elements": ["C", "C", "C", "C", "C", "O", "H", "H", "H", "H", "H", "H", "H", "H"], "positions_angstrom": [[-1.605, 0.789, 0.340], [-0.992, -0.072, -0.749], [1.049, -0.990, 0.549], [1.531, 0.323, 0.037], [0.460, -0.420, -0.725], [-1.697, -0.499, -1.642], [-0.930, 1.061, 1.154], [-2.475, 0.271, 0.751], [-1.977, 1.704, -0.130], [0.417, -0.987, 1.433], [1.677, -1.870, 0.454], [1.274, 1.221, 0.591], [2.509, 0.356, -0.435], [0.768, -0.895, -1.652]]}

***

# 2
{"formula": "C12H25CrO14S", "method": "wB97M-V/def2-TZVPD", "homo_ev": [-3.81, -4.97], "charge": -1, "multiplicity": 5, "e_lumo_ha": [0.091, 0.091], "energy_ha": -2968.40479, "relative_energy_kj_mol": 91.79, "s_squared": 6.009, "homo_lumo_gap_ev": [6.3, 7.4], "elements": ["Cr", "S", "O", "O", "O", "O", "C", "C", "C", "O", "H", "H", "H", "H", "H", "H", "H", "C", "O", "C", "O", "O", "C", "H", "H", "H", "H", "H", "H", "C", "O", "C", "O", "O", "C", "H", "H", "H", "H", "H", "H", "C", "O", "C", "O", "O", "C", "H", "H", "H", "H", "H", "H"], "positions_angstrom": [[-0.163, -0.596, -0.369], [-0.630, -2.803, -1.844], [-1.061, -4.082, -1.243], [0.685, -2.310, -1.292], [-0.630, -2.975, -3.294], [-1.511, -1.721, -1.332], [3.424, 1.316, 1.485], [2.226, 1.627, 0.607], [2.628, 2.490, -0.597], [1.625, 0.431, 0.251], [3.903, 2.224, 1.874], [4.193, 0.800, 0.901], [3.135, 0.640, 2.290], [1.477, 2.188, 1.196], [3.054, 3.437, -0.257], [1.718, 2.664, -1.175], [3.325, 1.944, -1.235], [-3.952, 1.889, 0.893], [-3.175, 1.655, 2.057], [-1.985, 1.135, 1.843], [-1.542, 0.778, 0.792], [-1.373, 1.032, 3.007], [0.045, 1.064, 3.092], [-3.381, 2.536, 0.228], [-4.913, 2.342, 1.110], [-4.166, 0.973, 0.340], [0.573, 0.234, 2.622], [0.232, 1.013, 4.164], [0.455, 2.001, 2.720], [1.546, 1.464, -4.066], [0.155, 1.699, -4.158], [-0.621, 1.246, -3.197], [-0.290, 0.639, -2.218], [-1.885, 1.512, -3.534], [-2.958, 0.888, -2.831], [1.758, 0.400, -3.991], [1.982, 2.087, -3.284], [2.068, 1.824, -4.956], [-3.145, 1.455, -1.915], [-2.735, -0.162, -2.634], [-3.793, 0.987, -3.524], [2.585, -2.571, 2.023], [1.498, -3.496, 2.062], [0.304, -2.979, 1.798], [0.132, -1.800, 1.578], [-0.591, -3.920, 1.862], [-1.950, -3.597, 1.624], [2.797, -2.429, 0.958], [3.483, -2.993, 2.467], [2.333, -1.614, 2.473], [-2.594, -4.331, 2.098], [-2.114, -3.637, 0.544], [-2.183, -2.596, 1.987]]}

***

# 3
{"formula": "C6H15N2", "method": "wB97M-V/def2-TZVPD", "homo_ev": -13.37, "charge": 1, "e_lumo_ha": -0.137, "energy_ha": -346.84688, "relative_energy_kj_mol": 172.46, "homo_lumo_gap_ev": 9.7, "elements": ["N", "C", "C", "C", "H", "H", "H", "H", "H", "H", "H", "C", "C", "C", "N", "H", "H", "H", "H", "H", "H", "H", "H"], "positions_angstrom": [[-1.087, 0.837, 0.144], [-0.291, 1.374, 1.282], [-0.530, 0.906, 3.691], [-1.037, 1.398, 2.580], [-1.805, 1.506, -0.120], [-1.602, 0.018, 0.466], [0.019, 2.382, 1.005], [0.612, 0.773, 1.393], [-1.052, 0.952, 4.637], [0.447, 0.441, 3.698], [-2.016, 1.865, 2.564], [-0.050, -2.366, -2.004], [0.945, -1.507, -1.235], [1.449, 0.578, -2.279], [0.715, -0.081, -1.496], [-1.069, -2.200, -1.664], [-0.009, -2.164, -3.070], [0.196, -3.412, -1.844], [0.820, -1.667, -0.161], [1.973, -1.761, -1.498], [1.226, 1.626, -2.463], [2.296, 0.115, -2.788], [-0.149, 0.388, -0.839]]}